Entry from OMol25: a structure of composition C10H6CaN2O5 (the ωB97M-V functional and the def2-TZVPD basis).

Structure (ORCA input):
```
! RIJCOSX wB97M-V def2-TZVPD def2/J DEFGRID3
* xyz 2 1
O 0.0102 4.3924 -2.4655
C 0.0137 3.2534 -2.4744
Ca -0.0081 -0.5517 -1.9981
O 0.0002 0.0498 -5.8481
C 0.0004 -0.0385 -4.7049
C -0.0016 -2.9752 -2.3677
O -0.0129 -4.1183 -2.4976
C -2.4931 -0.0509 -2.2877
O -3.6316 0.0366 -2.4436
C 2.4842 -0.0469 -2.2897
O 3.6257 0.0710 -2.4428
N -0.0008 0.0051 4.4967
C 0.0022 0.0041 3.1465
C 0.4609 -1.1210 2.4308
C 0.4330 -1.0820 1.0486
N -0.0080 -0.0130 0.3304
C -0.4338 1.0747 1.0409
C -0.4529 1.1190 2.4172
H 0.3208 -0.7760 5.0403
H -0.3206 0.7809 5.0381
H 0.8256 -2.0082 2.9617
H 0.7791 -1.9426 0.4724
H -0.7708 1.9249 0.4490
H -0.8220 2.0123 2.9474
*
```

Results
Electronic energy   -42108.85896 eV
E_HOMO   -15.1 eV
Max |F|   0.1123 Eh/bohr
LUMO energy   -8.18 eV
Energy relative to the best compared isomer or geometry (same formula, charge and spin)   0.0 kJ/mol

***

Entry from OMol25: a structure of composition C10H6Cl2LaN2O3PrS (the ωB97M-V functional and the def2-TZVPD basis).

Structure (ORCA input):
```
! RIJCOSX wB97M-V def2-TZVPD def2/J DEFGRID3
* xyz 4 3
La 3.3677 4.1000 -0.0899
Pr 0.9877 0.5737 0.3510
Cl 3.3004 1.4487 -0.9328
Cl 0.7752 3.2851 0.7579
C -0.4798 0.3383 2.3397
C 5.1517 4.6333 -1.5183
C 4.7560 6.0529 0.3351
O -1.1917 0.2484 3.2607
O 6.1378 5.0403 -2.0301
O 5.4786 6.9744 0.4517
N -2.7332 1.2336 -0.9937
C -2.4589 -0.0590 -0.7066
N -1.3301 -0.4587 -0.1012
C -1.4471 -1.8486 0.2085
C -0.4813 -2.4972 0.9459
C -0.4037 -3.8718 0.7696
C -1.3140 -4.5361 -0.0605
C -2.3726 -3.8747 -0.7058
C -2.4390 -2.4988 -0.5352
S -3.5600 -1.3029 -1.2804
H -3.6718 1.3996 -1.3613
H -2.2222 1.9431 -0.4882
H 0.1164 -1.9195 1.6374
H 0.3752 -4.4245 1.2894
H -1.2333 -5.6087 -0.2063
H -3.1080 -4.3707 -1.3365
*
```

Results
Electronic energy   -70355.80440 eV
E_HOMO (spin up / spin down)   -19.0 / -19.2 eV
Max |F|   0.2433 Eh/bohr
LUMO energy (spin up / spin down)   -16.15 / -16.15 eV
Expectation value of S²   2.097
Energy relative to the best compared isomer or geometry (same formula, charge and spin)   123.6 kJ/mol

***

Entry from OMol25: the molecule C10H6ClN7O4 (the ωB97M-V functional and the def2-TZVPD basis).

Structure (ORCA input):
```
! RIJCOSX wB97M-V def2-TZVPD def2/J DEFGRID3
* xyz 0 1
O -1.6601 -4.7418 -1.2436
N -2.2554 -3.6471 -1.2046
O -3.3985 -3.4824 -1.7026
C -1.6406 -2.4720 -0.5645
C -2.2298 -1.1885 -0.6006
C -1.6982 -0.0821 0.0875
N -2.3205 1.1886 0.0592
O -3.4201 1.3880 -0.4821
O -1.7157 2.1142 0.6718
C -0.3865 -0.0017 0.8051
N 0.0484 -1.4108 0.8768
N 1.1696 -1.7640 1.5462
N 1.4075 -3.0198 1.2221
N 0.4884 -3.4757 0.3804
C -0.4173 -2.4953 0.2021
H -3.1204 -1.1166 -1.2397
H -0.6055 0.3075 1.8743
Cl 3.9494 4.1670 -0.6923
C 2.7687 2.9668 -0.3225
C 2.0981 2.9663 0.8880
C 1.1393 1.9984 1.1615
N 0.7407 1.0343 0.3045
C 1.4543 0.9943 -0.8590
C 2.4229 1.9629 -1.2073
H 2.3162 3.7247 1.6225
H 0.6608 1.9794 2.1396
H 1.2805 0.1713 -1.5513
H 2.9238 1.9340 -2.1717
*
```

Results
Electronic energy   -41601.41532 eV
E_HOMO   -8.5 eV
Max |F|   0.0588 Eh/bohr
LUMO energy   -1.98 eV
Energy relative to the best compared isomer or geometry (same formula, charge and spin)   0.0 kJ/mol

***

Entry from OMol25: the ion C10H6ClO4 with charge -1 (the ωB97M-V functional and the def2-TZVPD basis).

Structure (ORCA input):
```
! RIJCOSX wB97M-V def2-TZVPD def2/J DEFGRID3
* xyz -1 1
C 2.1393 0.4145 0.4343
C 1.9598 -0.9158 0.1432
C 1.2807 1.4480 0.2157
C 0.6689 -1.2901 -0.3761
C -0.0399 1.0387 -0.1847
C -0.2858 -0.2904 -0.4984
C -1.1581 1.9213 -0.3243
C -3.2883 0.3017 0.8944
C -1.6866 -0.7500 -0.7962
C -2.7758 0.3116 -0.5285
O -4.4493 0.8536 1.0895
O -1.3207 3.0752 -0.6972
O -2.6689 -0.1487 1.8517
O -3.5742 0.6972 -1.4207
Cl -2.0459 -2.3265 0.1999
H 3.0319 0.7833 0.9712
H 2.5782 -1.7709 0.1972
H 1.6521 2.5201 0.3208
H 0.3728 -2.2643 -0.6460
H -1.7698 -1.2651 -1.7614
H -4.6690 1.2876 0.2025
*
```

Results
Electronic energy   -31179.05581 eV
E_HOMO (spin up / spin down)   -2.9 / -2.9 eV
Max |F|   0.0847 Eh/bohr
LUMO energy (spin up / spin down)   3.24 / 3.24 eV

***

Entry from OMol25: a structure of composition C10H6IMnSbSe4 (the ωB97M-V functional and the def2-TZVPD basis).

Structure (ORCA input):
```
! RIJCOSX wB97M-V def2-TZVPD def2/J DEFGRID3
* xyz -1 5
Mn 1.8532 1.6540 -0.8991
Se -2.0887 3.8573 -1.2957
Sb 0.2151 4.3911 -1.2667
Se 1.8294 2.4870 -3.0311
Se 1.3781 3.3109 0.7258
Se 1.1339 6.5473 -1.5512
I 3.3780 -0.3437 0.3178
C 1.5810 -1.2938 0.8061
C 1.6368 -2.3707 1.6419
C 0.4524 -3.0739 1.9392
C -0.7238 -2.6864 1.3698
C -0.7896 -1.5724 0.4982
C -2.0173 -1.1869 -0.0847
C -2.0747 -0.0955 -0.8976
C -0.9209 0.6733 -1.1581
C 0.2982 0.3485 -0.6173
C 0.3833 -0.8140 0.2107
H 2.5785 -2.6899 2.0678
H 0.4882 -3.9204 2.6129
H -1.6404 -3.2246 1.5833
H -2.9057 -1.7682 0.1345
H -3.0145 0.2184 -1.3364
H -1.0304 1.5527 -1.7699
*
```

Results
Electronic energy   -317814.16756 eV
E_HOMO (spin up / spin down)   -4.6 / -4.8 eV
Max |F|   0.0228 Eh/bohr
LUMO energy (spin up / spin down)   1.05 / 1.85 eV
Expectation value of S²   6.329
Energy relative to the best compared isomer or geometry (same formula, charge and spin)   48.2 kJ/mol

***

Entry from OMol25: the ion C10H6IN2 with charge +1 (the ωB97M-V functional and the def2-TZVPD basis).

Structure (ORCA input):
```
! RIJCOSX wB97M-V def2-TZVPD def2/J DEFGRID3
* xyz 1 1
C 0.1635 0.6445 2.8532
N -0.5875 0.0477 1.9749
C -1.6337 -0.7687 2.3767
C -2.1721 -0.9428 3.6785
N -2.4855 -1.1116 4.7715
C -2.3280 -1.3248 1.0569
I -3.9450 -2.6086 1.1674
C -1.4513 -0.9366 0.0216
C -1.5307 -1.1900 -1.3510
C -0.4876 -0.8353 -2.1681
C 0.4815 0.0186 -1.6403
C 0.6226 0.2274 -0.2697
C -0.3889 -0.1549 0.5494
H -0.2341 0.6939 3.8050
H 1.0274 1.1946 2.6210
H -2.3243 -1.8772 -1.7368
H -0.5582 -0.9244 -3.2335
H 1.0736 0.7102 -2.2620
H 1.4225 0.9973 -0.1625
*
```

Results
Electronic energy   -21537.73100 eV
SMILES   C=[N+]1C(C#N)=C(I)c2ccccc21
E_HOMO (spin up / spin down)   -12.5 / -12.6 eV
Max |F|   0.1383 Eh/bohr
LUMO energy (spin up / spin down)   -6.35 / -6.42 eV

***

Entry from OMol25: a structure of composition C10H6N2O5Sc (the ωB97M-V functional and the def2-TZVPD basis).

Structure (ORCA input):
```
! RIJCOSX wB97M-V def2-TZVPD def2/J DEFGRID3
* xyz 3 1
O -0.4860 -0.0252 -3.1455
C -0.3061 -0.0157 -1.9809
Sc 0.0221 0.0005 0.1429
O 0.4669 3.1292 -0.0987
C 0.2903 1.9810 -0.0669
C -0.2928 -1.9811 0.0535
O -0.4675 -3.1304 0.0959
C 1.9561 -0.3022 -0.3047
O 3.0946 -0.4746 -0.4765
C -1.9577 0.3026 0.2958
O -3.0948 0.4744 0.4723
N 0.9622 0.0408 6.2561
C 0.7665 0.0298 4.9800
C 1.5250 0.8267 4.0663
C 1.2837 0.7816 2.6951
N 0.3589 0.0010 2.2439
C -0.4319 -0.7845 2.9772
C -0.2331 -0.7827 4.3607
H 1.6496 0.6084 6.6918
H 0.4340 -0.5092 6.8867
H 2.3121 1.4820 4.4597
H 1.8943 1.4259 2.0085
H -1.2180 -1.4177 2.5253
H -0.8624 -1.4240 4.9810
*
```

Results
Electronic energy   -44349.91557 eV
E_HOMO (spin up / spin down)   -19.8 / -19.2 eV
Max |F|   0.2321 Eh/bohr
LUMO energy (spin up / spin down)   -15.13 / -15.23 eV
Energy relative to the best compared isomer or geometry (same formula, charge and spin)   37.4 kJ/mol

***

Entry from OMol25: a cluster of 26 separate species, C10H75NO26PS in total (the ωB97M-V functional and the def2-TZVPD basis).

Structure (ORCA input):
```
! RIJCOSX wB97M-V def2-TZVPD def2/J DEFGRID3
* xyz 1 1
C 1.6365 -3.2273 0.3093
C 1.2235 -1.8829 -0.5975
N -0.0313 -1.3400 0.0409
S -0.6203 0.1189 -0.7504
C -0.3514 0.0862 -2.6034
C 0.2206 1.5928 -3.0520
C 1.8307 1.7850 -2.7090
O 2.0863 1.9974 -1.2751
C 1.7881 3.3841 -0.8596
P -2.7524 0.0772 -0.2611
C -3.8039 0.8725 -1.6311
C -3.0903 2.0930 -2.4584
C -3.0605 0.8426 1.4610
C -2.4352 -0.2380 2.5708
H 2.5614 -3.8010 -0.1195
H 0.6929 -3.9460 0.2356
H 1.7325 -2.8936 1.4267
H 2.1049 -1.1169 -0.6913
H 0.8993 -2.3368 -1.6529
H -0.8330 -2.0065 0.0151
H 0.4533 -0.6718 -2.9846
H -1.3778 -0.1804 -3.0974
H -0.3292 2.4684 -2.4695
H 0.0996 1.7275 -4.2211
H 2.1525 2.7970 -3.2529
H 2.4714 0.9403 -3.2056
H 1.0272 3.9471 -1.5477
H 1.3665 3.3382 0.2562
H 2.7647 4.0520 -0.7894
H -4.2569 0.0147 -2.3235
H -4.7577 1.3532 -1.0973
H -2.5431 1.6498 -3.4197
H -3.9462 2.7995 -2.8959
H -2.3909 2.7873 -1.8157
H -4.2021 1.0400 1.7093
H -2.5011 1.8598 1.6549
H -1.2747 -0.0343 2.7382
H -3.0330 -0.2154 3.5794
H -2.6343 -1.3094 2.0980
O 4.5820 -3.4833 1.4151
H 4.2621 -2.6064 1.1549
H 5.0828 -3.7882 0.6436
O -1.9330 -3.9119 0.3054
H -1.6906 -4.8230 0.0817
H -2.2495 -3.9716 1.2194
O -1.4463 -2.9011 3.6516
H -0.7246 -2.4182 3.2214
H -1.0021 -3.4272 4.3335
O -2.8330 5.0769 -3.9758
H -2.5906 4.1657 -4.1996
H -3.1495 5.0172 -3.0619
O 3.7033 6.2900 -0.2700
H 4.4252 6.1018 -0.8885
H 3.9985 5.8915 0.5625
O -5.7229 3.6905 -2.2400
H -6.1342 2.8131 -2.2550
H -5.7159 3.9297 -1.3011
O -0.2208 -4.0497 -3.1387
H 0.6951 -4.2984 -2.9432
H -0.5768 -3.7744 -2.2805
O 2.6490 5.6566 -3.0521
H 1.9575 6.0960 -3.5698
H 2.4909 5.9599 -2.1455
O 6.6045 -5.4184 0.2671
H 7.2057 -6.0379 -0.1733
H 6.7872 -5.5454 1.2102
O 0.9978 -4.2115 3.4017
H 1.9417 -4.3854 3.2684
H 0.5580 -4.8458 2.8158
O 4.4905 -1.1181 3.3493
H 4.7329 -2.0293 3.1255
H 4.1740 -1.1779 4.2632
O -2.7003 -6.1303 -3.9498
H -3.4238 -6.0919 -3.3062
H -2.0785 -5.4532 -3.6435
O -5.0022 7.4576 -3.7054
H -4.0583 7.2837 -3.8387
H -5.4420 6.8233 -4.2913
O 4.7429 5.4296 2.3528
H 4.8424 4.4897 2.5667
H 4.7121 5.8646 3.2181
O 3.5905 2.8961 3.9269
H 3.8329 1.9849 3.7031
H 3.2740 2.8363 4.8408
O 3.0256 -1.5354 -4.1431
H 3.6810 -1.1293 -4.7302
H 2.1909 -1.4466 -4.6272
O 0.3978 2.0438 2.4016
H 1.3417 1.8699 2.2683
H -0.0420 1.4095 1.8157
O -3.6711 -2.7530 -2.4101
H -3.9760 -2.4220 -3.2683
H -3.2555 -1.9818 -1.9960
O 6.2217 -8.6044 0.6372
H 5.4597 -8.7977 1.2039
H 6.2160 -7.6386 0.5588
O -1.6994 -4.9842 5.7513
H -2.1107 -5.8616 5.7364
H -1.6924 -4.7450 6.6903
O -2.5289 -3.1107 -5.4613
H -1.7027 -3.4485 -5.0839
H -3.0709 -3.9042 -5.5858
O -4.5783 -6.1630 4.8897
H -5.3403 -6.3562 5.4563
H -4.5840 -5.1972 4.8112
O 2.6055 7.6867 2.3963
H 2.2856 8.5636 2.1361
H 3.1063 7.3819 1.6248
O -5.5846 3.1340 2.2901
H -5.6558 2.6542 3.1290
H -5.0622 3.9191 2.5131
O 1.2087 4.5378 5.0333
H 0.7987 3.6921 4.7971
H 1.4901 4.9071 4.1828
*
```

Results
Electronic energy   -86424.33713 eV
E_HOMO   -11.8 eV
Max |F|   0.0536 Eh/bohr
LUMO energy   -2.91 eV

***

Q: Which value of max |F| does entry 3 give?
A: 0.0588 Eh/bohr

***

Q: Which of these has the lowest electronic energy?
A: C10H6IMnSbSe4

***

Q: The highest electronic energy belongs to which entry?
A: C10H6IN2

***

Q: Which of these has the lowest max |F|?
A: C10H6IMnSbSe4